Below is a molecular structure, C33H33F3N6SV, with properties calculated with ωB97M-V/def2-TZVPD.

```
77
Properties=species:S:1:pos:R:3
V 0.336 -0.580 0.384
C 1.735 0.172 -1.839
N 0.278 0.015 -1.734
C -0.348 1.273 -2.174
C -1.857 1.317 -2.285
C -2.442 2.346 -3.017
C -3.822 2.419 -3.086
C -4.575 1.455 -2.433
C -3.903 0.456 -1.748
N -2.576 0.384 -1.680
C -0.130 -1.154 -2.525
C 0.137 -2.423 -1.755
C 0.579 -3.568 -2.393
C 0.749 -4.736 -1.664
C 0.433 -4.711 -0.313
C -0.005 -3.531 0.252
N -0.124 -2.380 -0.432
C 2.335 0.935 -0.690
C 3.514 1.641 -0.852
C 4.124 2.218 0.250
C 3.528 2.039 1.492
C 2.348 1.332 1.572
N 1.728 0.791 0.507
H 2.016 0.644 -2.791
H 2.166 -0.832 -1.827
H 0.053 1.560 -3.157
H -0.037 2.037 -1.452
H -1.825 3.087 -3.511
H -4.302 3.213 -3.642
H -5.655 1.477 -2.465
H -4.440 -0.320 -1.217
H 0.371 -1.179 -3.500
H -1.202 -1.096 -2.697
H 0.776 -3.549 -3.458
H 1.101 -5.640 -2.141
H 0.528 -5.596 0.300
H -0.268 -3.481 1.298
H 3.960 1.722 -1.835
H 5.043 2.778 0.145
H 3.976 2.438 2.391
H 1.894 1.149 2.533
C -2.136 3.421 0.422
N -0.817 3.024 0.888
C 0.014 4.207 1.029
C -0.930 2.334 2.176
C -1.761 1.070 2.130
C -2.949 1.108 2.865
C -3.822 0.035 2.909
C -3.498 -1.100 2.185
C -2.320 -1.135 1.452
C -1.389 -0.080 1.398
H -2.635 4.111 1.124
H -2.765 2.540 0.306
H -2.046 3.929 -0.541
H -0.420 4.938 1.733
H 0.121 4.699 0.060
H 1.002 3.930 1.394
H -1.377 3.024 2.913
H 0.072 2.098 2.535
H -3.201 2.012 3.412
H -4.733 0.090 3.493
H -4.165 -1.957 2.192
H -2.123 -2.043 0.891
F 3.327 -2.702 4.433
C 4.141 -1.967 3.662
F 3.949 -0.666 3.983
F 5.402 -2.261 4.062
C 3.978 -2.216 2.190
C 5.076 -2.608 1.456
C 4.956 -2.775 0.081
C 3.737 -2.475 -0.489
N 2.669 -2.067 0.188
C 2.735 -1.963 1.538
S 1.303 -1.514 2.369
H 6.023 -2.771 1.953
H 5.789 -3.099 -0.526
H 3.602 -2.571 -1.565
```

<S²> = 3.78
Strongest force on any atom = 0.0432 hartree/bohr
Molecular weight = 653.7 g mol⁻¹
Net charge = 0
Spin multiplicity = 4
Energy relative to the best compared isomer or geometry (same formula, charge and spin) = 48.05 kJ/mol
HOMO (alpha / beta) = -5.818 / -7.492 eV

Population analysis type Mulliken, resulting atomic charges in e:
1 V -0.567
2 C -1.342
3 N 1.435
4 C -1.420
5 C 0.784
6 C -0.827
7 C -0.511
8 C -0.607
9 C -0.549
10 N -0.033
11 C -0.853
12 C 0.447
13 C -1.099
14 C -0.583
15 C -1.044
16 C -0.199
17 N 0.584
18 C 0.813
19 C -1.126
20 C -0.677
21 C -1.408
22 C -0.634
23 N 1.456
24 H 0.498
25 H -0.065
26 H 0.482
27 H 0.292
28 H 0.451
29 H 0.421
30 H 0.434
31 H 0.429
32 H 0.348
33 H 0.537
34 H 0.485
35 H 0.418
36 H 0.452
37 H 0.531
38 H 0.523
39 H 0.449
40 H 0.541
41 H 0.723
42 C -1.185
43 N 0.877
44 C -1.273
45 C -1.172
46 C 0.998
47 C -0.810
48 C -0.778
49 C -1.125
50 C 0.123
51 C 0.794
52 H 0.363
53 H 0.275
54 H 0.381
55 H 0.407
56 H 0.319
57 H 0.236
58 H 0.430
59 H 0.165
60 H 0.328
61 H 0.387
62 H 0.447
63 H 0.305
64 F -0.237
65 C 0.657
66 F -0.189
67 F -0.329
68 C -0.214
69 C -0.392
70 C -1.349
71 C -0.106
72 N 0.392
73 C 0.737
74 S -0.795
75 H 0.510
76 H 0.421
77 H 0.412

***

Below is a molecular structure, C4H6N2O, with properties calculated with ωB97M-V/def2-TZVPD.

```
13
Properties=species:S:1:pos:R:3
O 1.382 2.125 0.659
C 0.828 1.144 0.230
N 1.270 -0.146 0.273
C 0.386 -1.104 -0.341
C -0.855 -0.251 -0.654
C -1.557 1.055 0.561
N -0.475 1.164 -0.392
H 2.143 -0.373 0.722
H 0.160 -1.943 0.325
H 0.800 -1.502 -1.274
H -1.279 -0.363 -1.650
H -1.728 -0.486 0.034
H -1.076 0.679 1.507
```

Strongest force on any atom = 0.0085 hartree/bohr
Molecular weight = 98.1 g mol⁻¹
Net charge = 0
Energy relative to the best compared isomer or geometry (same formula, charge and spin) = 436.78 kJ/mol
HOMO = -8.648 eV

Population analysis type Mulliken, resulting atomic charges in e:
1 O -0.565
2 C 0.425
3 N -0.143
4 C -0.368
5 C -0.328
6 C -0.517
7 N -0.183
8 H 0.187
9 H 0.291
10 H 0.277
11 H 0.391
12 H 0.293
13 H 0.238

***

Below is a molecular structure, C20H33F6N4O9PbS2, with properties calculated with ωB97M-V/def2-TZVPD.

```
75
Properties=species:S:1:pos:R:3
Pb 0.481 -0.029 -0.373
C 3.100 2.104 1.046
O 2.096 1.204 1.531
C 1.579 1.587 2.810
C 0.424 2.571 2.860
O -0.766 2.045 2.244
C -1.940 2.452 2.798
C -2.524 3.824 2.122
O -2.876 3.643 0.841
C -4.231 3.285 0.547
H 3.945 2.139 1.735
H 2.706 3.117 0.919
H 3.439 1.725 0.084
H 2.381 2.041 3.395
H 1.270 0.662 3.295
H 0.693 3.510 2.362
H 0.227 2.778 3.912
H -1.832 2.718 3.851
H -2.692 1.682 2.630
H -1.708 4.548 2.165
H -3.367 4.113 2.754
H -4.884 3.415 1.407
H -4.251 2.249 0.205
H -4.554 3.907 -0.287
O 0.339 -1.786 1.341
C 1.536 -2.513 1.628
C 2.416 -2.648 0.411
C 3.365 -3.655 0.330
C 4.155 -3.745 -0.802
C 3.982 -2.822 -1.827
C 3.036 -1.837 -1.662
N 2.269 -1.745 -0.564
H -0.381 -2.395 1.073
H 1.300 -3.493 2.036
H 2.073 -1.955 2.394
H 3.467 -4.366 1.142
H 4.899 -4.527 -0.887
H 4.574 -2.870 -2.730
H 2.877 -1.078 -2.424
F -4.828 -0.292 0.294
C -4.393 -1.536 0.530
F -4.325 -1.750 1.827
F -5.162 -2.410 -0.060
S -2.664 -1.635 -0.132
O -2.017 -0.404 0.351
O -2.044 -2.854 0.318
N -2.958 -1.516 -1.681
S -1.767 -1.763 -2.678
O -1.943 -1.037 -3.895
O -0.460 -1.567 -2.006
C -1.755 -3.579 -3.109
F -2.992 -4.001 -3.220
F -1.118 -4.242 -2.157
F -1.107 -3.702 -4.258
C 1.480 4.115 -3.069
N 1.676 3.114 -4.105
C 2.174 3.597 -5.399
C 2.772 2.468 -6.200
C 1.749 1.359 -6.261
N 1.356 0.951 -4.915
C 0.791 -0.369 -4.757
C 1.378 1.819 -3.810
O 1.093 1.430 -2.676
H 2.435 4.336 -2.585
H 0.780 3.746 -2.329
H 1.110 5.028 -3.532
H 2.901 4.384 -5.204
H 1.342 4.062 -5.941
H 3.691 2.110 -5.732
H 3.018 2.806 -7.203
H 2.119 0.480 -6.787
H 0.846 1.685 -6.798
H 1.400 -1.090 -5.303
H -0.218 -0.384 -5.196
H 0.691 -0.626 -3.712
```

Strongest force on any atom = 0.0235 hartree/bohr
Molecular weight = 858.8 g mol⁻¹
Net charge = +3
Energy relative to the best compared isomer or geometry (same formula, charge and spin) = 45.30 kJ/mol
HOMO (alpha / beta) = -17.213 / -17.213 eV

Population analysis type Mulliken, resulting atomic charges in e:
1 Pb 1.915
2 C -0.849
3 O -0.086
4 C -0.893
5 C -0.416
6 O -0.059
7 C -0.312
8 C -0.421
9 O -0.186
10 C -0.464
11 H 0.339
12 H 0.332
13 H 0.224
14 H 0.490
15 H 0.287
16 H 0.295
17 H 0.476
18 H 0.397
19 H 0.359
20 H 0.319
21 H 0.452
22 H 0.400
23 H 0.139
24 H 0.293
25 O -0.209
26 C -0.913
27 C 0.760
28 C -0.964
29 C -0.385
30 C -0.823
31 C -0.291
32 N 0.351
33 H 0.274
34 H 0.540
35 H 0.268
36 H 0.527
37 H 0.451
38 H 0.473
39 H 0.354
40 F -0.185
41 C 0.422
42 F -0.180
43 F -0.156
44 S 1.145
45 O -0.696
46 O -0.786
47 N -0.636
48 S 1.134
49 O -0.685
50 O -0.864
51 C 0.673
52 F -0.193
53 F -0.171
54 F -0.191
55 C -1.105
56 N 0.198
57 C -0.616
58 C -0.681
59 C -0.516
60 N 0.519
61 C -0.391
62 C 0.280
63 O -0.624
64 H 0.361
65 H 0.361
66 H 0.404
67 H 0.430
68 H 0.351
69 H 0.320
70 H 0.377
71 H 0.380
72 H 0.357
73 H 0.398
74 H 0.506
75 H -0.388